ORCA calculation (the ωB97M-V functional and the def2-TZVPD basis) on a 12-piece molecular cluster, C44H88O20 overall.

```
! RIJCOSX wB97M-V def2-TZVPD def2/J DEFGRID3
* xyz 0 1
C -24.726 10.262 -12.993
O -25.081 8.913 -12.698
C -25.664 8.666 -11.521
O -25.961 7.548 -11.180
O -25.838 9.765 -10.835
C -26.536 9.576 -9.568
H -25.605 10.930 -12.967
H -24.374 10.294 -14.026
H -23.917 10.601 -12.325
H -25.974 8.877 -8.935
H -27.503 9.154 -9.777
H -26.599 10.549 -9.094
C -25.218 1.215 -16.096
O -24.800 2.555 -15.736
C -25.778 3.179 -15.001
O -26.786 2.706 -14.716
O -25.407 4.442 -14.695
C -26.487 5.129 -13.983
H -26.142 1.278 -16.678
H -25.410 0.651 -15.189
H -24.390 0.804 -16.671
H -26.204 6.193 -13.969
H -26.585 4.749 -12.964
H -27.447 5.006 -14.512
C -25.471 5.444 -8.911
O -25.784 4.574 -7.808
C -25.012 4.867 -6.726
O -24.140 5.679 -6.731
O -25.309 4.028 -5.714
C -24.480 4.349 -4.601
H -24.399 5.533 -9.060
H -25.890 6.440 -8.757
H -25.915 4.995 -9.785
H -24.591 5.371 -4.307
H -23.436 4.088 -4.829
H -24.833 3.691 -3.803
C -23.015 5.826 -12.129
O -21.736 6.442 -12.273
C -20.770 5.575 -11.913
O -20.908 4.454 -11.523
O -19.637 6.189 -12.182
C -18.532 5.338 -11.802
H -22.999 4.878 -12.666
H -23.713 6.521 -12.616
H -23.264 5.710 -11.069
H -18.548 4.378 -12.305
H -18.560 5.096 -10.728
H -17.606 5.880 -12.052
C -21.220 10.785 -14.923
C -21.159 9.358 -14.431
C -19.684 9.074 -14.366
O -19.118 9.721 -15.474
C -19.821 10.975 -15.612
H -21.338 11.545 -14.152
H -22.089 10.911 -15.584
H -21.630 8.711 -15.168
H -21.677 9.207 -13.493
H -19.306 8.062 -14.508
H -19.279 9.471 -13.428
H -19.962 11.153 -16.680
H -19.323 11.826 -15.118
C -19.859 0.545 -14.111
C -19.577 1.333 -15.366
C -18.753 2.537 -14.833
O -18.298 2.147 -13.537
C -19.406 1.473 -12.977
H -19.234 -0.339 -14.059
H -20.865 0.183 -13.961
H -20.494 1.602 -15.910
H -19.030 0.760 -16.130
H -19.353 3.447 -14.809
H -17.905 2.723 -15.482
H -20.183 2.194 -12.670
H -19.042 0.993 -12.073
C -24.811 1.039 -12.209
C -23.507 1.839 -12.110
C -23.573 2.366 -10.690
O -24.977 2.626 -10.427
C -25.745 1.847 -11.323
H -24.668 0.028 -11.796
H -25.230 0.914 -13.217
H -23.601 2.650 -12.840
H -22.547 1.321 -12.317
H -22.981 3.276 -10.539
H -23.197 1.663 -9.940
H -26.393 2.423 -11.987
H -26.387 1.194 -10.718
C -21.368 7.260 -9.009
C -20.695 7.770 -7.700
C -20.486 9.175 -8.109
O -21.640 9.612 -8.863
C -22.222 8.433 -9.428
H -21.958 6.355 -8.947
H -20.597 7.143 -9.740
H -19.732 7.278 -7.507
H -21.375 7.636 -6.858
H -19.579 9.234 -8.734
H -20.331 9.906 -7.314
H -22.292 8.521 -10.528
H -23.219 8.381 -8.985
C -19.623 3.084 -8.681
C -20.813 3.807 -8.091
C -21.604 2.681 -7.429
O -21.175 1.453 -8.055
C -20.226 1.727 -9.081
H -18.908 2.941 -7.868
H -19.151 3.590 -9.530
H -21.334 4.360 -8.873
H -20.434 4.582 -7.413
H -22.695 2.759 -7.502
H -21.359 2.691 -6.358
H -20.767 1.735 -10.033
H -19.548 0.868 -9.056
C -22.640 4.984 -17.951
C -23.070 5.738 -16.697
C -22.063 5.207 -15.623
O -21.120 4.373 -16.321
C -21.920 3.782 -17.373
H -21.916 5.593 -18.509
H -23.461 4.738 -18.625
H -24.103 5.529 -16.453
H -22.966 6.822 -16.825
H -22.639 4.750 -14.799
H -21.457 5.933 -15.069
H -22.656 3.027 -17.080
H -21.192 3.289 -17.999
C -15.079 6.323 -14.497
C -14.937 5.592 -13.191
C -13.439 5.314 -13.185
O -13.130 4.919 -14.504
C -14.072 5.546 -15.397
H -14.661 7.311 -14.365
H -16.078 6.414 -14.940
H -15.584 4.729 -13.174
H -15.276 6.308 -12.439
H -13.189 4.533 -12.489
H -12.847 6.198 -12.909
H -14.489 4.699 -15.941
H -13.439 6.155 -16.056
C -14.569 2.361 -8.752
C -15.275 2.770 -10.018
C -15.702 4.182 -9.761
O -14.819 4.718 -8.757
C -14.070 3.676 -8.155
H -13.845 1.566 -8.861
H -15.330 1.923 -8.109
H -16.114 2.110 -10.229
H -14.613 2.684 -10.877
H -16.766 4.218 -9.441
H -15.688 4.851 -10.619
H -14.216 3.720 -7.087
H -13.010 3.896 -8.347
*
```

structure (SMILES)	COC(=O)OC.COC(=O)OC.COC(=O)OC.COC(=O)OC.C1CCOC1.C1CCOC1.C1CCOC1.C1CCOC1.C1CCOC1.C1CCOC1.C1CCOC1.C1CCOC1
highest occupied orbital energy	-9.332	eV

Atom charges from the Löwdin analysis, given in e for atoms 1 to 6: atom 1 (C): -0.04, atom 2 (O): -0.01, atom 3 (C): -0.64, atom 4 (O): 0.11, atom 5 (O): -0.01, atom 6 (C): 0.02

ORCA calculation (the ωB97M-V functional and the def2-TZVPD basis) on C7H10N2O as an isolated structure.

```
! RIJCOSX wB97M-V def2-TZVPD def2/J DEFGRID3
* xyz 0 1
C 0.483 -1.196 -3.237
C 0.129 -0.811 -1.874
C -0.207 -0.481 -0.758
C -0.520 -0.109 0.606
C 0.022 -0.952 1.732
N 0.532 0.372 1.503
C 1.884 0.546 1.001
C -1.826 0.569 0.798
N -2.962 0.412 1.242
H 0.530 -0.315 -3.892
H 1.463 -1.694 -3.251
H -0.262 -1.894 -3.644
H -0.580 -1.094 2.631
H 0.645 -1.799 1.432
H 2.231 -0.312 0.404
H 1.924 1.451 0.382
H 2.553 0.676 1.861
O -1.873 2.366 1.042
H -1.034 2.518 0.553
H -3.133 1.746 1.470
*
```

highest occupied orbital energy	-9.244	eV

Atom charges from the natural (NBO) analysis, given in e for atoms 1 to 6: atom 1 (C): -0.69, atom 2 (C): 0.06, atom 3 (C): -0.07, atom 4 (C): -0.11, atom 5 (C): -0.18, atom 6 (N): -0.35

ORCA calculation (the ωB97M-V functional and the def2-TZVPD basis) on C23H23N6O7Sc as an isolated structure.

```
! RIJCOSX wB97M-V def2-TZVPD def2/J DEFGRID3
* xyz 0 1
Sc 0.151 -0.266 -0.283
N -1.681 -1.629 -0.980
C -2.665 -0.932 -1.828
C -1.974 0.173 -2.608
N -1.319 1.075 -1.651
H -1.123 -2.275 -1.537
H -2.135 -2.202 -0.276
H -3.425 -0.500 -1.173
H -3.176 -1.614 -2.512
H -2.696 0.684 -3.251
H -1.199 -0.255 -3.246
H -2.012 1.592 -1.119
H -0.730 1.766 -2.107
O 2.977 -1.913 -2.528
C 2.282 -0.972 -2.228
O 1.018 -1.071 -1.870
C 2.791 0.449 -2.314
C 3.773 0.728 -3.243
C 4.187 2.037 -3.447
C 3.624 3.094 -2.760
C 2.638 2.803 -1.842
C 2.237 1.488 -1.524
O 1.429 1.255 -0.531
N 1.973 3.926 -1.185
O 2.647 4.876 -0.855
O 0.762 3.855 -1.032
N 5.224 2.320 -4.443
O 5.573 3.477 -4.578
O 5.718 1.377 -5.025
H 4.210 -0.080 -3.812
H 3.934 4.112 -2.944
C 1.151 -1.650 1.251
C 0.289 -2.807 1.458
C -0.509 -2.960 2.608
C -1.424 -3.987 2.729
C -1.573 -4.921 1.703
C -0.757 -4.823 0.571
C 0.151 -3.792 0.455
C -2.537 -5.973 1.814
N -3.324 -6.808 1.899
H 2.051 -1.907 0.686
H 1.423 -1.140 2.177
H -0.387 -2.259 3.427
H -2.024 -4.080 3.625
H -0.840 -5.566 -0.213
H 0.783 -3.730 -0.425
C -2.526 3.106 4.782
C -2.002 2.344 3.603
C -1.251 2.956 2.608
C -0.780 2.208 1.543
N -1.021 0.897 1.420
C -1.742 0.300 2.378
C -2.247 0.978 3.467
H -2.303 4.168 4.700
H -2.079 2.732 5.704
H -3.606 2.984 4.869
H -1.022 4.012 2.655
H -0.176 2.662 0.765
H -1.910 -0.764 2.260
H -2.822 0.442 4.210
*
```

highest occupied orbital energy	-7.844	eV

Atom charges from the natural (NBO) analysis, given in e for atoms 1 to 6: atom 1 (Sc): 1.82, atom 2 (N): -0.88, atom 3 (C): -0.22, atom 4 (C): -0.23, atom 5 (N): -0.86, atom 6 (H): 0.41

ORCA calculation (the ωB97M-V functional and the def2-TZVPD basis) on CsH6O3 as an isolated structure.

```
! RIJCOSX wB97M-V def2-TZVPD def2/J DEFGRID3
* xyz 1 1
Cs 0.023 -1.058 0.435
O 0.769 1.192 2.250
H 1.638 1.583 2.418
H 0.151 1.736 2.761
O -0.073 -2.959 -1.965
H 0.775 -2.511 -1.877
H 0.014 -3.574 -2.707
O -1.174 1.796 -0.063
H -0.308 1.797 -0.492
H -1.815 1.998 -0.762
*
```

highest occupied orbital energy	-15.663	eV

Atom charges from the natural (NBO) analysis, given in e for atoms 1 to 6: atom 1 (Cs): 0.99, atom 2 (O): -0.99, atom 3 (H): 0.49, atom 4 (H): 0.50, atom 5 (O): -0.96, atom 6 (H): 0.46

ORCA calculation (the ωB97M-V functional and the def2-TZVPD basis) on one molecule with the formula C2H12BNO2P2.

```
! RIJCOSX wB97M-V def2-TZVPD def2/J DEFGRID3
* xyz 0 1
C -0.257 -2.229 0.879
C -1.504 -1.383 1.207
B -1.659 -0.277 0.096
O -2.847 -0.217 -0.627
P -0.223 0.987 -0.371
P 1.485 2.352 -1.090
N 2.611 2.369 0.197
O 2.329 1.286 -2.025
H -0.355 -2.611 -0.129
H 0.622 -1.598 0.869
H -0.125 -3.045 1.572
H -2.378 -2.017 1.166
H -1.420 -0.952 2.198
H -2.754 -0.707 -1.465
H -1.155 2.010 -0.796
H 0.253 1.102 1.011
H 0.288 -0.045 -1.341
H 2.170 2.533 1.094
H 3.199 1.544 0.230
H 1.721 0.897 -2.677
*
```

structure (SMILES)	CCB(O)[PH3]P(N)O
highest occupied orbital energy	-6.764	eV

Atom charges from the natural (NBO) analysis, given in e for atoms 1 to 6: atom 1 (C): -0.59, atom 2 (C): -0.81, atom 3 (B): 0.77, atom 4 (O): -0.94, atom 5 (P): 0.19, atom 6 (P): 0.92

ORCA calculation (the ωB97M-V functional and the def2-TZVPD basis) on C6H8Br2N2S as an isolated structure.

```
! RIJCOSX wB97M-V def2-TZVPD def2/J DEFGRID3
* xyz 0 1
C 0.509 1.450 1.752
C 1.015 0.359 1.023
C 0.007 0.359 -2.670
C -1.785 -1.698 0.713
C 0.208 0.752 -1.314
C 0.700 -0.024 -0.302
N 1.228 1.721 2.810
N 1.980 -0.279 1.671
S 2.384 0.601 2.929
Br -2.441 -0.883 -0.460
Br 1.567 -1.679 -0.678
H -0.262 2.047 1.492
H 0.728 0.704 -3.350
H -0.181 -0.675 -2.570
H -0.875 0.837 -3.025
H -2.269 -2.688 0.872
H -2.098 -1.144 1.635
H -0.623 -1.670 0.666
H 0.207 1.910 -1.193
*
```

highest occupied orbital energy	-8.610	eV

Atom charges from the natural (NBO) analysis, given in e for atoms 1 to 6: atom 1 (C): -0.03, atom 2 (C): 0.03, atom 3 (C): -0.68, atom 4 (C): -0.85, atom 5 (C): -0.11, atom 6 (C): -0.14

Gap between HOMO and LUMO
In order: 9.9; 9.9; 7.4; 12.1; 7.1; 8.5
Unit: eV
E_LUMO
In order: 0.53; 0.66; -0.45; -3.60; 0.29; -0.07
Unit: eV